C72H191B2N17O25Pb | the ωB97M-V functional and the def2-TZVPD basis

Properties
- largest force on an atom (eV/Å) = 5.08
- HOMO energy (eV) = -7.45

```
! RIJCOSX wB97M-V def2-TZVPD def2/J DEFGRID3
* xyz 0 1
Pb 4.285 -3.820 -5.782
O -3.795 -1.251 1.049
C -2.579 -1.282 0.841
O -1.979 -0.749 -0.187
B -0.548 -1.069 -0.163
O -0.354 -1.777 1.091
C -1.494 -1.843 1.731
O -1.633 -2.447 2.773
O 0.276 0.129 -0.298
C 1.016 0.000 -1.375
O 1.900 0.698 -1.803
C 0.749 -1.374 -1.945
O -0.195 -1.944 -1.241
O 1.314 -1.820 -2.921
B 2.456 -1.941 -6.528
H 2.736 -1.185 -5.811
H 2.328 -2.896 -6.042
H 1.513 -1.619 -6.942
H 3.157 -1.999 -7.345
C 4.097 -8.634 -4.875
C 3.860 -7.147 -5.236
C 2.713 -6.603 -4.284
O 2.508 -5.304 -4.573
C 1.323 -4.755 -3.984
N 5.068 -6.374 -4.883
H 4.386 -8.720 -3.827
H 4.948 -9.025 -5.432
H 3.262 -9.298 -5.099
H 3.544 -7.010 -6.270
H 3.088 -6.668 -3.263
H 1.769 -7.148 -4.253
H 1.090 -3.846 -4.538
H 1.312 -4.404 -2.952
H 0.464 -5.372 -4.248
H 5.741 -6.682 -5.570
H 5.240 -6.721 -3.950
C 2.860 1.626 1.165
C 4.253 2.335 1.315
C 4.119 3.794 1.917
O 3.690 3.657 3.253
C 3.203 4.846 3.842
N 5.056 1.457 2.155
H 2.155 2.249 0.614
H 2.415 1.443 2.143
H 2.974 0.682 0.634
H 4.720 2.251 0.334
H 3.354 4.391 1.421
H 5.052 4.349 1.827
H 2.636 4.494 4.703
H 2.694 5.497 3.130
H 4.089 5.379 4.186
H 4.624 1.430 3.068
H 5.981 1.844 2.270
C 2.409 4.631 -8.260
C 2.667 3.188 -7.749
C 2.863 3.118 -6.234
O 3.118 1.721 -5.926
C 3.600 1.454 -4.585
N 1.581 2.351 -8.273
H 2.536 4.632 -9.342
H 3.091 5.371 -7.840
H 1.380 4.843 -7.970
H 3.636 2.853 -8.118
H 2.077 3.561 -5.621
H 3.711 3.722 -5.912
H 3.821 2.307 -3.943
H 4.567 0.962 -4.684
H 3.043 0.697 -4.033
H 0.720 2.833 -8.058
H 1.699 2.369 -9.275
C -2.937 -1.811 5.918
C -1.981 -1.593 7.119
C -2.122 -2.615 8.249
O -1.392 -1.962 9.363
C -2.080 -2.110 10.583
N -0.689 -1.362 6.550
H -2.698 -1.008 5.222
H -3.943 -1.595 6.278
H -2.847 -2.795 5.457
H -2.241 -0.613 7.521
H -1.570 -3.514 7.975
H -3.186 -2.773 8.428
H -1.868 -3.142 10.862
H -3.157 -1.952 10.524
H -1.691 -1.369 11.281
H -0.840 -0.633 5.867
H -0.704 -2.151 5.920
C -7.768 -7.436 3.407
C -8.214 -5.966 2.944
C -7.311 -5.162 1.975
O -5.930 -4.907 2.392
C -5.146 -4.271 1.402
N -9.557 -6.065 2.406
H -8.104 -8.254 2.769
H -8.028 -7.684 4.436
H -6.683 -7.358 3.339
H -8.191 -5.446 3.902
H -7.704 -4.199 1.647
H -7.236 -5.878 1.157
H -4.902 -5.030 0.659
H -4.173 -3.985 1.800
H -5.605 -3.331 1.097
H -9.822 -5.132 2.124
H -10.187 -6.413 3.115
C -3.881 -6.616 -3.916
C -2.819 -5.650 -3.323
C -3.478 -4.576 -2.401
O -4.542 -3.886 -3.186
C -5.575 -3.233 -2.304
N -1.872 -6.545 -2.579
H -3.388 -7.132 -4.739
H -4.732 -6.059 -4.308
H -4.314 -7.313 -3.199
H -2.408 -4.985 -4.082
H -2.740 -3.916 -1.947
H -3.957 -5.002 -1.520
H -6.300 -2.832 -3.012
H -5.096 -2.509 -1.645
H -6.070 -3.859 -1.562
H -1.445 -6.245 -1.714
H -1.533 -7.438 -2.908
C -3.345 3.596 1.444
C -2.121 2.898 0.837
C -0.777 3.709 0.931
O -0.593 4.865 0.147
C 0.535 5.789 0.472
N -1.974 1.707 1.609
H -3.485 4.387 0.708
H -3.106 3.987 2.433
H -4.228 2.978 1.606
H -2.347 2.562 -0.175
H 0.173 3.177 0.879
H -0.589 4.054 1.948
H 1.418 5.152 0.527
H 0.396 6.306 1.421
H 0.769 6.418 -0.387
H -1.161 1.181 1.322
H -2.678 1.043 1.319
C -1.868 -5.721 4.815
C -0.305 -5.809 4.681
C 0.191 -5.901 3.213
O -0.418 -7.075 2.738
C -0.469 -7.144 1.292
N 0.297 -4.708 5.443
H -2.479 -6.282 4.109
H -2.183 -4.677 4.809
H -2.217 -5.899 5.832
H 0.116 -6.729 5.086
H 1.267 -5.826 3.053
H -0.199 -4.943 2.871
H 0.573 -6.995 1.011
H -1.070 -6.318 0.911
H -0.662 -8.140 0.893
H 0.221 -3.853 4.910
H 1.286 -4.894 5.352
C 8.060 2.219 0.578
C 7.714 1.490 -0.692
C 8.862 0.876 -1.498
O 9.801 1.610 -2.261
C 9.191 2.481 -3.264
N 6.755 0.475 -0.286
H 8.579 1.580 1.293
H 7.195 2.533 1.161
H 8.554 3.180 0.436
H 7.082 2.127 -1.310
H 8.309 0.211 -2.162
H 9.384 0.156 -0.869
H 8.367 3.064 -2.853
H 8.705 1.900 -4.048
H 9.930 3.089 -3.785
H 5.913 0.876 0.101
H 7.156 -0.082 0.454
C 3.296 7.898 1.022
C 3.691 8.104 -0.447
C 3.758 6.788 -1.171
O 4.940 6.058 -0.637
C 5.192 4.790 -1.296
N 2.731 8.923 -1.098
H 3.183 8.906 1.421
H 4.092 7.488 1.644
H 2.397 7.304 1.183
H 4.720 8.453 -0.533
H 3.918 7.034 -2.221
H 2.854 6.178 -1.190
H 5.032 4.843 -2.373
H 4.312 4.159 -1.174
H 6.105 4.283 -0.983
H 2.791 9.784 -0.575
H 2.995 9.174 -2.040
C -3.597 1.830 5.248
C -2.364 2.021 6.156
C -1.036 1.969 5.388
O -0.953 0.679 4.702
C 0.242 0.586 3.912
N -2.648 3.342 6.725
H -3.941 2.557 4.514
H -4.484 1.620 5.846
H -3.406 0.952 4.631
H -2.247 1.339 6.999
H -0.139 2.199 5.963
H -1.092 2.705 4.586
H 0.077 1.455 3.274
H 0.345 -0.362 3.384
H 1.190 0.767 4.418
H -3.586 3.170 7.056
H -2.231 3.660 7.588
C -6.730 -0.803 4.982
C -7.609 0.331 5.248
C -8.653 0.670 4.109
O -9.298 1.929 4.354
C -10.144 2.327 3.313
N -8.304 0.056 6.503
H -6.143 -0.659 4.075
H -7.138 -1.813 5.006
H -6.000 -0.851 5.791
H -6.919 1.171 5.324
H -9.403 -0.109 3.973
H -8.072 0.794 3.196
H -9.736 2.434 2.308
H -10.502 3.315 3.604
H -11.005 1.674 3.172
H -8.958 0.805 6.683
H -8.795 -0.822 6.414
C -3.905 2.097 -2.234
C -5.040 1.087 -2.482
C -5.997 0.910 -1.218
O -6.467 2.195 -0.684
C -7.449 2.171 0.338
N -5.761 1.619 -3.668
H -4.085 2.967 -1.602
H -3.493 2.525 -3.148
H -3.210 1.561 -1.587
H -4.680 0.120 -2.833
H -5.352 0.468 -0.459
H -6.836 0.213 -1.225
H -7.989 1.232 0.458
H -8.117 3.027 0.242
H -6.861 2.417 1.222
H -5.164 1.931 -4.421
H -6.333 2.404 -3.391
C 3.990 1.772 7.245
C 2.975 0.698 6.878
C 3.463 -0.178 5.712
O 2.536 -1.245 5.457
C 2.826 -2.168 4.403
N 2.731 -0.166 8.091
H 3.455 2.396 7.961
H 4.265 2.335 6.353
H 4.888 1.356 7.701
H 2.080 1.110 6.412
H 4.414 -0.669 5.915
H 3.533 0.364 4.769
H 3.857 -2.513 4.479
H 2.649 -1.675 3.447
H 2.212 -3.047 4.601
H 3.578 -0.713 8.161
H 2.709 0.442 8.897
C -0.777 2.160 -5.816
C -0.177 0.786 -5.525
C -1.201 -0.022 -4.629
O -2.422 -0.274 -5.379
C -3.178 -1.276 -4.713
N 0.077 0.092 -6.812
H -1.136 2.701 -4.940
H -1.699 1.866 -6.318
H -0.237 2.691 -6.600
H 0.692 0.888 -4.874
H -1.262 0.339 -3.602
H -0.837 -1.020 -4.388
H -3.192 -1.303 -3.624
H -3.030 -2.320 -4.989
H -4.214 -1.026 -4.943
H 0.119 -0.901 -6.631
H -0.807 0.101 -7.300
C 4.524 -1.857 -1.692
C 4.770 -2.320 -3.105
C 6.305 -2.497 -3.374
O 6.491 -3.417 -4.535
C 7.867 -4.023 -4.587
N 4.041 -3.578 -3.082
H 5.234 -1.053 -1.501
H 4.567 -2.633 -0.928
H 3.596 -1.285 -1.707
H 4.276 -1.640 -3.799
H 6.626 -3.044 -2.487
H 6.741 -1.511 -3.532
H 8.546 -3.264 -4.975
H 7.828 -4.810 -5.341
H 8.173 -4.486 -3.649
H 3.123 -3.366 -2.718
H 4.446 -4.112 -2.326
C 0.817 7.777 -6.697
C 0.448 8.067 -5.253
C 1.206 7.306 -4.127
O 0.793 5.954 -4.269
C 1.439 5.017 -3.439
N 0.563 9.546 -5.061
H 1.150 6.742 -6.614
H 1.694 8.322 -7.048
H -0.038 7.743 -7.372
H -0.618 7.872 -5.129
H 1.214 7.801 -3.157
H 2.268 7.232 -4.359
H 1.148 3.985 -3.635
H 1.150 5.193 -2.403
H 2.517 4.990 -3.599
H -0.111 10.141 -5.521
H 0.506 9.765 -4.076
*
```